1.
The following is a DFT calculation (ωB97M-V with the def2-TZVPD basis set) of 7 unconnected molecules or ions with the total composition C45H46BBr2F10IN4O6PS2 in a non-equilibrium geometry.

Positions of all 118 atoms, in Å:
C  -4.41837  5.47383  -3.57948
N  -4.16434  4.19130  -2.93925
C  -3.15366  3.41880  -3.12709
N  -2.90572  2.22319  -2.50833
P  -4.37734  1.27464  -2.11424
O  -5.35497  1.67180  -3.34605
I  -3.81232  -1.05145  -2.60024
C  -1.96362  2.47792  -1.32500
S  -1.01434  0.93216  -1.10319
C  -2.71132  2.92928  -0.06243
C  -1.92184  3.64412  1.03814
C  -1.23718  2.84745  2.16522
F  -1.55300  3.52043  3.31334
Br  -1.83736  1.02609  2.43296
C  0.33170  2.84234  2.10393
F  0.79177  4.04618  1.72625
F  0.81524  1.86491  1.34593
Br  1.04859  2.51052  3.91730
C  -0.92410  3.55176  -1.84821
N  0.35638  3.38093  -1.21117
C  -0.80906  3.62545  -3.37387
O  -0.09116  2.55163  -3.90989
B  1.12463  2.87760  -4.54070
O  2.26804  2.20603  -4.10187
O  1.18562  3.76765  -5.54449
N  -2.14114  3.85451  -4.05332
S  -2.40233  2.94172  -5.46058
O  -3.77347  3.19164  -5.75108
O  -1.45736  3.27071  -6.44855
F  -2.30373  1.46093  -5.06465
H  -4.24395  6.29705  -2.89084
H  -3.81875  5.62526  -4.46524
H  -5.46585  5.51515  -3.86337
H  -4.84914  3.89424  -2.25288
H  -5.10000  1.27736  -4.19453
H  -1.87532  0.19343  -0.38740
H  -3.34249  2.15123  0.35215
H  -3.42553  3.68129  -0.42252
H  -2.64500  4.26861  1.55621
H  -1.19925  4.35107  0.64005
H  -1.31378  4.51558  -1.50801
H  0.65110  4.22660  -0.74748
H  1.07174  3.01618  -1.82102
H  -0.22119  4.52464  -3.57178
H  2.63703  2.75467  -3.40021
H  1.97733  3.65624  -6.07844
F  -3.79915  -3.27965  0.60485
C  -4.72121  -4.24512  0.37183
C  -5.10819  -4.49282  -0.92856
C  -6.04924  -5.48189  -1.17317
C  -6.59197  -6.19887  -0.11570
C  -6.18964  -5.92922  1.18650
C  -5.24212  -4.94715  1.43731
H  -4.67036  -3.91101  -1.72764
H  -6.35811  -5.69281  -2.18804
H  -7.32815  -6.96780  -0.30689
H  -6.61465  -6.48477  2.01145
H  -4.91167  -4.72860  2.44078
F  -4.58133  -5.08265  4.34486
C  -3.71998  -4.58214  5.26225
C  -2.45276  -5.11913  5.35023
C  -1.57163  -4.60067  6.28767
C  -1.97080  -3.56657  7.12338
C  -3.25285  -3.04502  7.01911
C  -4.13732  -3.55135  6.07790
H  -2.16513  -5.92997  4.69417
H  -0.57204  -5.00579  6.36600
H  -1.28227  -3.16807  7.85614
H  -3.56673  -2.24249  7.67254
H  -5.13874  -3.15488  5.97504
F  5.08935  -2.72461  -7.03453
C  5.34176  -1.72475  -6.16805
C  6.58510  -1.65090  -5.57213
C  6.84200  -0.61761  -4.68311
C  5.85679  0.31740  -4.39692
C  4.61149  0.22275  -5.00260
C  4.34966  -0.80347  -5.90036
H  7.33616  -2.39410  -5.80415
H  7.81317  -0.54258  -4.21242
H  6.06030  1.11743  -3.70122
H  3.84534  0.94755  -4.77392
H  3.38857  -0.89330  -6.38989
F  6.47487  0.59052  -1.43865
C  6.01409  -0.51539  -0.81250
C  4.72857  -0.51220  -0.31161
C  4.25513  -1.64970  0.32653
C  5.07062  -2.76509  0.46248
C  6.36226  -2.74316  -0.04643
C  6.84043  -1.61307  -0.69417
H  4.11122  0.37014  -0.42130
H  3.24688  -1.66507  0.71909
H  4.70176  -3.64687  0.96268
H  7.00071  -3.60953  0.06169
H  7.84113  -1.57964  -1.10412
F  0.23955  6.90040  7.85852
C  0.82517  6.98696  6.65072
C  0.67463  5.94567  5.75706
C  1.27572  6.03975  4.51119
C  2.02273  7.16237  4.17953
C  2.16538  8.19642  5.09485
C  1.55934  8.11412  6.33971
H  0.09460  5.07571  6.03746
H  1.16028  5.23564  3.80115
H  2.49461  7.23073  3.20792
H  2.75062  9.06966  4.84043
H  1.65169  8.91164  7.06456
F  4.47182  -5.61883  1.46123
C  3.43458  -6.47372  1.31295
C  2.96796  -6.74272  0.04293
C  1.90657  -7.62331  -0.10615
C  1.32545  -8.21085  1.00920
C  1.80933  -7.92168  2.27765
C  2.87633  -7.04936  2.43524
H  3.43154  -6.26852  -0.81215
H  1.53332  -7.85108  -1.09528
H  0.49611  -8.89473  0.88905
H  1.35577  -8.37646  3.14777
H  3.27443  -6.81681  3.41395

Computed properties:
* LUMO level: -0.160 Eh
* Kohn-Sham gap: 6.1 eV
* charge: +1

Mulliken atomic charge list, values in e, 8 entries:
1. C -0.95
2. N 0.36
3. C -1.02
4. N 0.54
5. P -0.01
6. O -0.44
7. I 0.05
8. C 1.52



2.
The following is a DFT calculation (ωB97M-V with the def2-TZVPD basis set) of a molecular structure, C45H46N10O5S2Sc in a non-equilibrium geometry.

Positions of all 109 atoms, in Å:
Sc  0.46975  -0.07967  0.26545
N  4.34773  1.92844  -0.27516
C  3.51729  0.95303  0.16301
S  2.60058  1.25960  1.58537
N  3.49586  -0.19141  -0.47156
N  2.53883  -1.04918  -0.08738
C  2.73160  -2.32234  -0.27118
C  3.97669  -2.87791  -0.84055
C  4.32111  -2.64216  -2.16735
C  5.53624  -3.09308  -2.65013
C  6.41734  -3.76022  -1.81626
C  6.06339  -4.01786  -0.50309
C  4.84342  -3.59131  -0.01431
C  1.75847  -3.20464  0.34795
C  1.78156  -4.58842  0.14369
C  0.98343  -5.39218  0.93226
C  0.19866  -4.79704  1.91102
C  0.19911  -3.41537  2.00705
N  0.92689  -2.62018  1.23474
H  4.62169  2.62297  0.39872
H  5.00809  1.66981  -0.99130
H  3.62117  -2.12489  -2.80585
H  5.80305  -2.91313  -3.67944
H  7.37978  -4.07778  -2.18466
H  6.74321  -4.54639  0.14568
H  4.57954  -3.78293  1.01727
H  2.42727  -4.99660  -0.61773
H  0.98470  -6.46284  0.80241
H  -0.39452  -5.38617  2.59120
H  -0.39820  -2.92282  2.76264
O  1.38849  -1.71240  -3.02441
S  0.45572  -0.75671  -2.49337
O  1.05238  0.39987  -1.80387
N  -0.48655  -1.29719  -1.32175
C  -1.30141  -2.38824  -1.44678
C  -1.42610  -3.14584  -2.59768
C  -2.30130  -4.23271  -2.65086
C  -3.04197  -4.60539  -1.55984
C  -2.93015  -3.87976  -0.35909
C  -3.64436  -4.21708  0.80815
C  -3.52408  -3.43226  1.92096
C  -2.70126  -2.29851  1.85697
N  -1.98452  -1.96933  0.80876
C  -2.08016  -2.74087  -0.29528
C  -0.46586  -0.06399  -3.87429
C  -1.13843  1.13555  -3.73196
C  -1.81704  1.66111  -4.81921
C  -1.78272  1.01294  -6.04399
C  -1.07433  -0.16922  -6.18754
C  -0.42418  -0.71427  -5.09328
H  -0.82349  -2.89102  -3.45733
H  -2.38192  -4.78389  -3.57465
H  -3.71396  -5.44860  -1.61200
H  -4.28037  -5.08953  0.80883
H  -4.05422  -3.66544  2.83074
H  -2.63095  -1.64190  2.71687
H  -1.09534  1.65513  -2.78780
H  -2.36214  2.58616  -4.71824
H  -2.29735  1.43174  -6.89425
H  -1.02026  -0.65928  -7.14801
H  0.15055  -1.62260  -5.17281
O  -2.39815  2.34945  6.40024
C  -1.51103  1.26060  6.47477
C  -1.09243  0.86973  5.08576
C  0.02529  0.07794  4.84503
C  0.35029  -0.23635  3.53732
N  -0.33474  0.19793  2.48044
C  -1.41791  0.96246  2.70385
C  -1.82932  1.29831  3.99129
C  -2.17835  1.40026  1.51426
C  -3.15601  2.39098  1.57377
C  -3.90133  2.69542  0.44181
C  -4.99877  3.73025  0.53375
O  -6.09147  3.23751  1.27268
C  -3.66814  1.94470  -0.70345
C  -2.65306  0.99888  -0.68599
N  -1.89505  0.75817  0.37305
H  -2.68443  2.59535  7.28526
H  -1.99654  0.39346  6.95335
H  -0.61582  1.51055  7.06374
H  0.63583  -0.28278  5.65724
H  1.21365  -0.85378  3.32328
H  -2.71041  1.88848  4.17897
H  -3.34404  2.94471  2.47810
H  -5.31206  4.05476  -0.46656
H  -4.65341  4.60581  1.09020
H  -6.50722  2.51411  0.79064
H  -4.24948  2.09608  -1.59921
H  -2.45831  0.38452  -1.55505
C  1.31895  3.38163  -2.45565
N  1.15880  4.06824  -1.19669
C  1.15170  5.50730  -1.32662
C  0.85595  3.41942  -0.04362
O  0.29228  2.30562  -0.02553
N  1.15279  4.12003  1.09473
C  2.45007  4.75743  1.22348
C  0.56262  3.72881  2.35472
H  2.25263  3.70555  -2.92192
H  0.50018  3.61580  -3.14216
H  1.36253  2.30821  -2.29485
H  0.46141  5.77888  -2.13010
H  2.14076  5.88537  -1.59258
H  0.81241  5.97657  -0.40944
H  2.98914  4.70977  0.28221
H  3.03807  4.22114  1.97387
H  2.35314  5.79874  1.53493
H  -0.26863  3.05555  2.16143
H  0.20418  4.61932  2.87774
H  1.29697  3.21533  2.98200

Computed properties:
* LUMO level: -0.097 Eh
* Kohn-Sham gap: 6.9 eV
* charge: +1
* energy above the lowest of the compared OMol25 structures with the same formula, charge and spin: 0.0 kJ/mol

Mulliken atomic charge list, values in e, 8 entries:
1. Sc -0.64
2. N -0.32
3. C 0.27
4. S -0.61
5. N -1.59
6. N 2.15
7. C 0.76
8. C -0.62



3.
The following is a DFT calculation (ωB97M-V with the def2-TZVPD basis set) of a molecular structure, C45H46N7O3RuSi.

Positions of all 103 atoms, in Å:
Ru  -0.00671  -0.67046  -1.03397
C  1.84937  1.11158  5.14081
O  1.56281  -0.13038  5.79139
C  2.22748  -1.23012  5.32277
C  3.10918  -1.88173  6.17456
C  3.79421  -3.00551  5.74668
C  3.59319  -3.49803  4.46232
C  2.68313  -2.88016  3.62352
C  1.99680  -1.74514  4.04796
N  0.97456  -1.15128  3.25463
C  1.02798  -0.93379  1.92005
N  2.28116  -0.80096  1.41778
C  2.77475  -0.96700  0.11225
C  2.02158  -1.00271  -1.05079
C  2.65908  -1.23569  -2.27729
C  4.02975  -1.35075  -2.34775
C  4.79777  -1.27925  -1.18490
C  4.17893  -1.09845  0.03481
O  4.81926  -1.03963  1.23188
C  6.21337  -1.33235  1.26133
N  -0.04925  -0.81071  1.17931
C  -1.32605  -0.95689  1.79533
C  -2.05812  -2.12813  1.63355
C  -3.32802  -2.24893  2.17213
C  -3.87119  -1.19568  2.89468
C  -3.14874  -0.02657  3.07858
C  -1.88200  0.10306  2.51991
O  -1.09172  1.21032  2.70236
C  -1.73309  2.48210  2.72651
H  1.71128  1.88907  5.88859
H  1.17865  1.28979  4.30082
H  2.88518  1.13046  4.79380
H  3.24960  -1.47502  7.16702
H  4.48533  -3.49898  6.41616
H  4.11627  -4.38144  4.12331
H  2.47751  -3.29991  2.64595
H  0.08726  -0.99579  3.70918
H  3.01651  -0.84398  2.11259
H  2.07026  -1.33274  -3.18309
H  4.51526  -1.51550  -3.29997
H  5.87045  -1.38890  -1.24234
H  6.77895  -0.57796  0.71225
H  6.40648  -2.32177  0.84413
H  6.50040  -1.31305  2.30781
H  -1.61625  -2.94179  1.07114
H  -3.88651  -3.16442  2.03545
H  -4.85720  -1.28554  3.32968
H  -3.56557  0.77984  3.66507
H  -2.50734  2.54087  3.48962
H  -2.17273  2.71260  1.75232
H  -0.95959  3.21026  2.95678
C  -2.03508  -0.78581  -1.66189
Si  -2.47411  0.96188  -2.18140
C  -1.27227  2.00716  -1.14377
N  0.12518  1.47884  -1.20227
C  0.94456  2.04127  -0.08677
C  1.20863  3.53514  -0.22426
C  1.67120  3.89961  -1.64854
C  1.99851  2.64029  -2.44550
C  0.75548  1.77288  -2.55187
C  -2.21061  1.18954  -4.00345
C  -2.58565  2.37813  -4.63856
C  -2.38916  2.55162  -6.00034
C  -1.81770  1.53407  -6.75280
C  -1.43894  0.34722  -6.14214
C  -1.63594  0.17827  -4.77843
C  -4.20173  1.36894  -1.63505
C  -4.50556  1.43903  -0.27077
C  -5.79971  1.68101  0.16127
C  -6.81749  1.85105  -0.76788
C  -6.53949  1.77024  -2.12413
C  -5.24210  1.52735  -2.55439
H  -2.31877  -1.56678  -2.36358
H  -2.46524  -1.02159  -0.67978
H  -1.59929  1.93320  -0.10203
H  -1.28647  3.06855  -1.41343
H  1.88406  1.49214  -0.06597
H  0.41801  1.81168  0.84067
H  1.98065  3.78439  0.50598
H  0.32556  4.11080  0.05717
H  2.53143  4.56653  -1.61291
H  0.88037  4.44175  -2.17361
H  2.82502  2.08648  -1.99324
H  2.30624  2.89403  -3.46070
H  0.98141  0.83526  -3.06352
H  0.01014  2.28900  -3.15617
H  -3.03695  3.18148  -4.06506
H  -2.68543  3.47723  -6.47600
H  -1.67392  1.66444  -7.81725
H  -0.99935  -0.44876  -6.72873
H  -1.33506  -0.75686  -4.31754
H  -3.72963  1.28266  0.47376
H  -6.01754  1.73252  1.22042
H  -7.82919  2.03881  -0.43322
H  -7.33399  1.89269  -2.84828
H  -5.04065  1.45999  -3.61665
N  -0.03805  -2.60164  -1.36082
C  0.20261  -3.72798  -1.57146
C  0.49690  -5.04035  -1.73912
C  1.79979  -5.46192  -1.34016
N  2.86201  -5.73655  -0.99255
C  -0.47012  -5.93496  -2.27845
N  -1.26631  -6.63678  -2.72155

Computed properties:
* LUMO level (alpha / beta): -0.075 / -0.184 Eh
* Kohn-Sham gap (alpha / beta): 8.7 / 5.6 eV
* charge: +1
* spin multiplicity: 5
* energy above the lowest of the compared OMol25 structures with the same formula, charge and spin: 29.5 kJ/mol

Mulliken atomic charge list, values in e, 8 entries:
1. Ru -0.79
2. C -0.47
3. O -0.50
4. C 0.32
5. C -0.40
6. C -0.59
7. C -0.95
8. C 0.01